180
Properties=species:S:1:pos:R:3:forces:R:3:mulliken_charge:R:1 method="wB97M-V/def2-TZVPD" lumo_energy_ev=-0.13 charge=0 fmax_ev_per_a=7.29
O 6.76512 -0.97062 -0.17835 0.886 0.593 -0.119 -0.74
O 5.19300 -1.32479 -4.28183 1.247 1.111 -0.790 -0.68
O 0.99240 -2.58860 -2.13723 -0.047 -0.586 0.670 -0.57
O 2.87764 -3.84591 -0.70293 -0.129 -1.105 -0.016 -0.48
O 2.82184 2.28966 -4.60742 0.861 -0.091 0.633 -0.70
O -3.51208 -0.73285 -3.30249 -0.824 -0.611 -1.061 -0.54
O -2.87204 3.26360 -6.80976 1.183 0.706 0.448 -0.18
O 1.77015 1.48618 3.90707 -0.308 -1.238 -1.071 -0.12
O -3.12622 2.59328 0.52078 0.712 1.435 -0.840 -0.20
O -0.90511 -2.66265 0.73584 2.748 6.445 0.412 -0.12
O 1.83114 -1.74799 -4.99831 -0.325 -0.058 -0.965 -0.75
O -5.59014 -1.17480 0.83928 -1.228 1.762 0.831 -0.21
O 3.99585 -3.07126 4.41701 0.034 0.413 -0.986 -0.17
O 0.49185 -5.53481 4.58671 -0.550 0.998 0.955 -0.52
O 0.00805 1.49540 -1.39966 -0.693 -0.104 1.205 -0.65
O 2.61505 4.41839 -0.32986 -2.080 1.760 0.699 -0.47
N 1.04921 -0.19710 -0.53478 5.611 -4.619 -0.523 2.00
N 3.98140 -2.23099 -2.73018 -4.612 -0.301 2.879 0.04
N -1.92148 5.41471 2.71801 0.518 -0.222 -0.608 -0.69
N 5.44413 4.11145 0.07470 -0.264 1.988 -0.628 -0.84
N -2.19518 -4.21455 1.52654 -1.808 -0.568 2.286 -0.22
N 0.91788 2.71513 -6.62037 -0.714 -0.720 -0.824 -0.52
N -5.65492 -0.21657 4.44140 0.391 0.493 0.067 -0.82
N -0.99059 -4.55046 -0.31457 1.232 -1.868 -3.211 -0.28
N 5.05687 1.61853 5.54674 0.091 0.044 0.320 -0.76
N -0.74306 0.32256 0.48560 -2.717 1.388 1.135 1.11
N -5.42082 1.78311 -5.26031 -1.794 -0.067 0.954 -0.79
N 1.41132 0.04992 -3.82130 2.387 5.198 2.597 1.11
N 5.98050 -2.97106 -2.91820 2.770 -1.154 0.651 -0.34
N -0.25794 -1.18562 -4.43447 -2.306 -1.058 -0.422 0.15
N 4.68246 -2.61532 0.79516 0.760 -1.448 0.146 -0.23
N -0.23664 -3.38516 6.35728 -0.611 0.722 -0.831 -0.79
C 1.03397 -0.92222 -4.52518 0.986 -4.572 -0.862 -0.24
C 1.34774 4.66709 -0.96381 -0.958 -0.883 0.255 -0.39
C -4.23429 0.12274 -6.40187 0.984 -0.589 0.205 -1.01
C -1.50979 3.50014 -7.19009 0.033 -0.445 0.168 -1.20
C -6.55946 -0.89291 -0.13637 -0.670 -1.063 -1.808 -1.02
C -2.73039 4.02130 0.76686 -0.658 -1.314 0.216 -0.51
C 2.76667 2.08276 4.71355 -0.301 -0.722 -0.599 -1.06
C -4.67767 -2.16743 3.39204 -0.819 0.373 -1.035 -1.44
C 4.52133 2.01334 0.73908 0.465 -1.109 -0.632 -1.15
C 3.34449 -0.06195 6.07134 -1.209 -0.585 0.136 -1.13
C 3.96334 -4.07657 5.38511 -0.685 -1.239 -0.009 -0.77
C -2.57534 4.18353 2.27410 -1.373 -0.078 0.883 1.20
C -0.61213 2.98888 -4.82021 -1.079 0.553 0.594 -0.44
C -0.53807 2.71250 -6.30574 1.007 -0.773 1.071 0.54
C -0.67976 -3.41423 4.92917 0.166 -0.502 1.241 0.29
C 3.99057 -2.43702 2.07372 0.092 1.714 -0.487 0.47
C -6.10898 -0.52936 2.03241 1.925 -0.124 0.638 -0.76
C 0.85297 2.29772 3.20884 -1.397 1.369 2.125 -1.06
C -5.07502 -0.64674 3.16119 -0.630 -2.275 0.944 0.83
C -1.33970 -3.73432 0.63789 -2.011 -3.594 0.419 0.35
C -3.94920 4.19206 3.01058 0.792 -1.385 -0.029 -1.44
C 3.29721 3.46173 -1.04183 0.865 -0.279 -0.577 -0.11
C 4.07478 -3.58253 3.05216 0.028 -0.160 1.080 -0.67
C -0.84114 -2.01220 4.34808 -0.173 -0.724 -0.717 -0.45
C 1.01601 -6.50257 3.77021 0.032 -2.287 0.286 -0.76
C 3.80382 0.97186 5.10120 0.805 1.612 -1.344 1.54
C -3.73018 4.12366 -7.54941 -0.439 -2.160 -0.159 -0.88
C -4.05316 0.55164 -3.73470 1.084 -1.364 -0.252 1.13
C -4.87990 0.43631 -5.07558 0.530 0.750 1.180 0.21
C -2.70166 -0.71092 -2.16083 0.984 1.888 -0.216 0.28
C 0.08404 0.59697 -0.50963 -2.381 3.509 -2.140 -0.35
C 4.62259 3.04846 -0.38006 -1.254 -1.837 0.349 0.61
C 0.32328 -4.22890 4.11564 -0.431 1.040 -1.382 1.59
C 5.08506 -2.06855 -3.33504 1.684 0.336 -3.067 0.51
C 2.57073 -1.87785 1.81218 0.351 0.998 0.605 -0.23
C -4.38050 2.29317 -0.12767 -0.146 0.953 1.772 -0.16
H -0.14168 1.88142 3.36845 -0.005 -0.513 -0.372 0.18
H -0.43998 -4.08747 -1.02350 0.156 -0.559 -0.136 0.08
H 0.04321 -4.24079 3.06231 -0.451 -0.227 -0.260 -0.47
H -4.78158 3.02369 -0.83022 0.790 0.020 -0.618 0.42
H -5.10678 2.38035 0.68043 -0.487 -0.523 0.105 0.29
H 4.07705 0.49551 4.15964 -0.149 -0.143 -0.160 -0.46
H 3.15919 2.87567 4.07691 0.922 0.124 0.342 0.42
H -4.92982 -0.57873 5.04405 -0.019 0.602 0.904 0.27
H 0.88845 2.68268 2.18970 1.263 -1.018 -0.558 0.33
H 5.38691 -3.29326 1.04861 0.989 0.013 -0.184 0.43
H 5.05681 1.93876 6.50463 -0.381 -0.383 0.412 0.25
H -4.98673 -0.14491 -7.14369 -0.195 -0.333 0.206 0.42
H 3.98174 -3.72626 6.41712 -0.625 0.727 -0.271 0.27
H -0.47864 -2.10816 -4.78132 -0.790 0.456 -0.127 0.27
H -4.58927 0.90337 -2.85324 -0.728 0.414 -0.552 0.08
H -2.92076 -4.88796 1.32619 0.281 0.157 -0.043 0.24
H 0.77350 -7.43113 4.28698 0.406 -0.211 0.501 0.37
H -2.42346 6.20956 2.34879 -0.400 0.230 0.106 0.27
H 1.75235 -0.12485 -1.25622 -0.206 -0.126 0.118 -0.10
H -6.45010 -0.77385 4.71930 -0.417 -0.196 -0.358 0.31
H -3.38813 5.15692 -7.60836 -0.277 -0.024 0.168 0.33
H -4.37067 1.27057 -0.50488 0.185 0.257 -0.052 -0.38
H 2.91286 3.22229 -4.41210 0.113 0.158 0.121 0.38
H 4.67517 -1.69211 2.47936 -0.769 0.636 0.762 -0.08
H 2.07372 -1.56425 2.73019 -0.140 -0.602 0.304 -0.15
H 1.27512 4.62071 -2.05040 1.181 0.127 -0.441 0.27
H 0.65997 3.85255 -0.73668 -0.067 -0.251 0.464 -0.12
H 0.15099 -2.42112 -2.56176 -0.352 0.402 -0.221 0.19
H -6.26219 -1.27726 -1.11207 0.535 -0.115 0.065 0.27
H 4.05165 -0.86178 6.29113 0.681 0.743 0.468 0.42
H -4.32643 -2.45874 4.38192 0.932 0.663 -0.047 0.64
H 2.57892 -0.90871 1.31339 0.788 0.031 -0.220 -0.25
H -3.81244 1.04452 -6.80246 0.715 -0.327 0.123 0.03
H -1.37025 3.16202 -8.21689 0.054 -0.002 -0.301 0.35
H -1.23363 -2.14249 3.33958 0.127 0.046 -0.294 -0.34
H 5.69084 -3.68505 -2.26521 0.515 0.205 -0.218 0.11
H 0.88741 0.42689 -3.04445 -0.387 0.535 -0.226 -0.97
H -0.78405 1.65392 -6.38945 -0.294 -0.103 -0.370 0.16
H 1.90217 -2.45966 1.17766 0.191 -0.697 0.415 0.04
H 0.27428 -2.51925 6.45358 0.379 -0.077 0.433 0.27
H 3.99112 -2.81554 -1.90659 -0.953 0.533 -0.229 0.10
H 3.91254 1.15342 0.45978 -0.283 0.022 -0.100 0.10
H 5.36135 4.65852 -0.77026 1.315 0.956 -0.525 0.35
H 5.01629 -4.13065 3.08710 0.322 0.014 -0.846 0.52
H -4.71275 3.90905 -7.12916 -0.115 1.003 0.293 0.24
H 2.28313 0.50089 -4.05933 0.274 -0.016 0.417 0.53
H 1.57222 -2.85541 -2.85057 0.293 -0.040 -0.739 0.36
H 2.55672 -0.71532 5.69633 -0.479 0.485 -0.585 -0.14
H -3.82851 3.62814 -8.51528 0.218 0.694 -0.737 0.37
H 0.74017 3.23154 3.75962 0.141 0.454 0.331 0.56
H 2.32160 2.54594 5.59416 -0.107 0.064 0.347 0.31
H -1.56182 2.64414 -4.41113 -0.387 0.538 -0.072 -0.13
H -5.60720 -2.73621 3.41577 -0.446 0.055 -0.468 0.45
H 4.75764 -4.82078 5.44289 0.888 0.158 -0.914 0.36
H -6.24657 0.54710 1.93041 -0.223 0.103 -0.653 0.30
H -3.23192 1.24674 -3.90937 0.329 0.181 0.029 -0.95
H 2.89103 0.46261 6.91236 0.395 -0.349 0.607 0.41
H 1.40532 3.52672 -6.97224 -0.516 0.368 -0.038 0.18
H 2.00830 2.22756 -5.10794 -0.575 0.264 -0.748 0.22
H -3.45317 4.73877 0.37838 -0.390 -0.194 -0.157 0.39
H -6.87270 0.13073 -0.34168 0.619 0.565 0.641 0.38
H -3.52452 -0.69485 -6.27589 0.269 -0.013 -0.510 0.32
H 5.23232 2.47845 5.04690 0.018 -0.070 -0.548 0.25
H 0.50860 -6.78116 2.84662 -0.151 1.233 -0.700 0.27
H 3.29494 -4.27925 2.74468 -0.457 -0.450 0.729 0.29
H -1.90322 0.00102 -2.36996 0.641 0.114 0.085 -0.23
H -4.11065 -2.58746 2.56127 0.211 0.040 0.225 0.00
H -6.10458 1.72609 -6.00147 -0.166 0.301 -0.073 0.35
H -4.22485 0.02326 3.03308 0.130 -0.271 -0.529 0.02
H 2.04379 -3.47544 -0.99219 -0.703 0.465 -0.174 0.27
H 3.09348 -4.68495 5.13749 -0.479 -0.164 0.754 0.16
H 4.84827 4.72146 0.61595 -0.150 0.007 1.086 0.34
H -0.82204 -0.59715 0.89548 0.150 0.069 -0.077 -0.39
H 0.81135 5.58606 -0.72741 0.814 0.294 0.715 0.38
H -0.90457 -0.47571 -4.12143 -0.274 -0.515 -0.273 -0.28
H -1.77664 4.26643 0.29957 0.113 -0.545 -0.324 -0.04
H 0.95105 -1.09311 -0.07912 0.343 0.161 -0.004 -0.78
H -2.38669 -3.50827 2.22267 -0.393 -0.422 0.119 -0.37
H 2.65371 2.60606 -1.24636 0.043 -0.349 -0.057 -0.07
H 6.07038 -1.45786 0.26456 -0.796 -0.304 0.181 0.41
H -4.71218 2.44093 -5.55220 0.335 -0.232 0.022 0.24
H 0.08984 2.47690 -4.16202 0.442 -0.091 -0.613 -0.34
H 1.21409 -3.60167 4.08159 0.784 -0.296 0.468 -0.74
H -4.61636 4.87270 2.48170 -0.217 0.128 0.583 0.35
H 5.19332 2.62880 -1.20846 -0.121 -0.674 0.003 0.37
H -0.48747 4.06147 -4.67154 -0.169 0.142 0.365 0.51
H -1.18507 -5.54031 -0.36419 -0.031 0.425 0.064 0.19
H 3.50513 3.97760 -1.97925 0.465 -0.446 -0.758 0.23
H 1.06806 1.94752 -7.25937 0.456 0.150 -0.246 0.28
H -1.62004 -1.41752 4.82533 0.439 0.077 0.520 0.45
H 3.18495 -1.74452 -3.11635 -0.006 -0.058 0.235 0.08
H -7.06468 -0.96702 2.32083 -0.070 -0.257 0.062 0.45
H 2.10032 -6.51335 3.65953 0.129 0.493 -0.247 0.26
H 0.11810 -1.51075 4.21964 -0.059 0.334 0.352 -0.09
H -7.50128 -1.41113 0.04395 -0.182 -0.236 0.485 0.38
H 4.22546 2.30535 1.74670 -0.142 0.614 -0.212 -0.03
H 6.83867 -1.38536 -1.03789 -0.042 -0.045 -0.252 0.25
H -1.01445 5.50163 2.28230 0.448 -0.104 0.016 0.26
H -2.02055 3.30010 2.59009 0.300 0.164 0.281 -0.30
H 6.95015 -2.88015 -3.18584 -0.313 -0.198 0.033 0.25
H -4.39226 3.20334 3.12994 -0.276 -0.311 -1.146 0.17
H 4.17513 -3.15325 0.10717 -0.542 0.385 0.404 -0.01
H -2.20910 -1.64965 -1.90731 -0.618 -0.301 -0.263 0.36
H -3.80717 4.31243 4.08457 0.155 1.304 -0.111 0.45
H -3.11913 -0.23570 -1.27314 -0.744 -0.492 0.191 -0.12
H -1.32705 4.57455 -7.17151 0.249 0.211 0.191 0.48
H -5.59476 -0.36317 -4.88091 -0.714 0.514 0.099 0.38
H 0.35674 -4.17300 6.57477 0.110 -0.013 -0.045 0.33
H -1.52294 0.95996 0.56043 -0.298 -0.145 0.132 -0.17
H 2.82906 -4.76910 -0.95110 0.028 -0.366 -0.019 0.17
H -1.67557 -3.85715 4.94639 -0.033 -0.443 -0.295 0.25
H 5.52981 1.60340 0.79419 0.068 -0.058 0.386 0.41